Record 1
Molecular formula: C17H29InN2
Method: DFT, ωB97M-V with the def2-TZVPD basis set

## Properties
- lowest unoccupied orbital energy (alpha / beta) (eV) = -9.31 / -9.62
- charge = +2
- strongest force on any atom (eV/Å) = 1.915
- gap between HOMO and LUMO (alpha / beta) (Ha) = 0.2162 / 0.2049
- ΔE to the lowest compared entry with this formula, charge and spin (kJ/mol) = 0.0
- HOMO (alpha / beta) (eV) = -15.19 / -15.20

Each line ends with the Mulliken charge.
CARTESIAN COORDINATES (ANGSTROEM)
C  -2.936  -1.097  0.880  -1.065
H  -3.352  -0.757  1.852  0.554
H  -3.662  -0.730  0.125  0.406
H  -0.204  1.201  2.096  -0.276
C  -2.765  -2.584  0.900  0.030
H  -2.213  -2.905  -0.007  0.233
H  -2.116  -2.812  1.774  0.218
C  -4.088  -3.345  1.024  -1.409
H  -3.924  -4.406  0.870  0.377
H  -4.504  -3.241  2.025  0.349
H  -4.850  -3.031  0.308  0.371
C  1.381  0.858  -1.414  1.117
C  0.715  -0.275  -1.971  0.793
C  -0.675  -0.041  -1.937  0.347
C  -0.896  1.206  -1.250  0.165
C  0.406  1.795  -1.019  0.567
C  0.671  3.181  -0.588  -1.463
C  -2.163  1.977  -1.314  -1.029
C  -1.723  -0.803  -2.645  -1.443
C  1.400  -1.393  -2.648  -1.792
C  2.845  1.071  -1.402  -1.584
In  -1.226  0.191  1.207  1.173
H  -2.093  2.927  -0.771  0.423
H  -2.428  2.208  -2.362  0.377
H  -3.008  1.421  -0.883  0.186
H  -0.245  3.694  -0.267  0.326
H  1.392  3.246  0.240  0.255
H  1.102  3.763  -1.423  0.402
H  3.385  0.116  -1.280  0.376
H  3.154  1.516  -2.368  0.393
H  3.147  1.763  -0.600  0.407
H  0.723  -2.231  -2.841  0.446
H  1.792  -1.063  -3.620  0.385
H  2.255  -1.766  -2.071  0.408
H  -2.612  -0.990  -2.027  0.201
H  -2.046  -0.229  -3.530  0.386
H  -1.346  -1.771  -2.994  0.402
C  1.307  -2.510  2.052  -1.205
C  1.819  -1.123  2.106  0.306
N  1.286  -0.023  1.590  0.058
C  2.071  1.063  1.987  -0.368
C  3.137  0.598  2.703  -0.855
N  2.967  -0.799  2.764  -0.069
H  2.159  -3.201  2.055  0.447
H  0.663  -2.753  2.911  0.267
H  0.736  -2.650  1.127  0.217
H  1.755  2.083  1.775  0.550
H  3.955  1.151  3.143  0.431
H  3.566  -1.460  3.241  0.208

=====

Record 2
Molecular formula: C17H29N2O3
Method: DFT, ωB97M-V with the def2-TZVPD basis set

## Properties
- lowest unoccupied orbital energy (eV) = -2.13
- charge = +1
- strongest force on any atom (eV/Å) = 1.076
- gap between HOMO and LUMO (Ha) = 0.3300
- SMILES = Cc1ccc(OC[C@@H](O)C[NH+]2CCN(CCO)CC2)c(C)c1
- ΔE to the lowest compared entry with this formula, charge and spin (kJ/mol) = 0.0
- HOMO (eV) = -11.11

Each line ends with the natural charge from an NBO analysis.
CARTESIAN COORDINATES (ANGSTROEM)
C  2.181  5.910  1.583  -0.629
C  1.818  4.641  0.880  -0.010
C  1.310  4.670  -0.412  -0.185
C  0.962  3.503  -1.067  -0.295
C  1.120  2.282  -0.431  0.336
O  0.774  1.064  -1.025  -0.576
C  0.713  1.016  -2.435  -0.097
C  0.644  -0.460  -2.872  0.080
O  1.726  -1.208  -2.376  -0.726
C  -0.645  -1.133  -2.380  -0.233
N  -0.678  -1.225  -0.901  -0.399
C  -2.040  -1.061  -0.346  -0.261
C  -1.957  -1.065  1.188  -0.225
N  -1.347  -2.251  1.725  -0.445
C  -2.181  -3.388  2.042  -0.230
C  -2.387  -4.482  0.978  -0.092
O  -2.942  -3.953  -0.219  -0.760
C  -0.060  -2.493  1.128  -0.239
C  -0.100  -2.498  -0.409  -0.260
C  1.636  2.220  0.864  -0.067
C  1.827  0.903  1.555  -0.635
C  1.971  3.407  1.497  -0.185
H  2.753  6.562  0.927  0.226
H  2.766  5.708  2.477  0.220
H  1.279  6.445  1.877  0.228
H  1.185  5.615  -0.918  0.220
H  0.569  3.561  -2.070  0.219
H  -0.173  1.542  -2.814  0.188
H  1.606  1.487  -2.867  0.202
H  0.628  -0.477  -3.973  0.200
H  2.558  -0.843  -2.697  0.494
H  -0.715  -2.138  -2.799  0.238
H  -1.500  -0.550  -2.726  0.231
H  -0.089  -0.438  -0.556  0.485
H  -2.464  -0.119  -0.694  0.220
H  -2.654  -1.899  -0.682  0.260
H  -2.959  -0.951  1.599  0.234
H  -1.360  -0.202  1.510  0.198
H  -3.157  -3.001  2.337  0.211
H  -1.741  -3.887  2.912  0.210
H  -3.056  -5.228  1.416  0.194
H  -1.434  -4.978  0.749  0.160
H  -3.498  -4.620  -0.632  0.493
H  0.330  -3.447  1.481  0.232
H  0.626  -1.707  1.462  0.209
H  0.904  -2.606  -0.820  0.257
H  -0.740  -3.303  -0.770  0.232
H  2.138  0.139  0.844  0.215
H  2.584  0.990  2.329  0.235
H  0.898  0.586  2.033  0.210
H  2.373  3.361  2.498  0.214

=====

Record 3
Molecular formula: C17H29N2Pr
Method: DFT, ωB97M-V with the def2-TZVPD basis set

## Properties
- lowest unoccupied orbital energy (alpha / beta) (eV) = -7.39 / -6.88
- charge = +2
- strongest force on any atom (eV/Å) = 1.678
- gap between HOMO and LUMO (alpha / beta) (Ha) = 0.2825 / 0.3013
- ΔE to the lowest compared entry with this formula, charge and spin (kJ/mol) = 0.0
- HOMO (alpha / beta) (eV) = -15.07 / -15.08
- spin multiplicity = 3
- ⟨S²⟩ = 2.008

Each line ends with the Mulliken spin population.
CARTESIAN COORDINATES (ANGSTROEM)
C  0.866  -3.698  0.620  0.000
H  0.787  -4.465  1.404  0.000
H  1.694  -4.007  -0.074  0.000
H  -0.032  -3.784  0.029  0.000
C  1.143  -2.306  1.144  -0.004
H  1.472  -1.667  0.292  0.005
H  0.331  -1.680  1.585  -0.003
C  2.323  -2.395  2.139  0.001
H  2.495  -1.531  2.811  0.000
H  2.231  -3.278  2.781  0.000
H  3.266  -2.652  1.625  0.000
C  0.313  2.174  -1.491  -0.025
C  1.603  2.007  -0.870  0.001
C  2.034  0.668  -1.092  -0.015
C  0.980  -0.012  -1.801  -0.021
C  -0.076  0.912  -2.050  0.014
C  -1.252  0.612  -2.925  -0.002
C  1.102  -1.331  -2.504  0.000
C  3.353  0.027  -0.794  0.008
C  2.250  3.013  0.041  -0.002
C  -0.533  3.412  -1.499  -0.003
Pr  -0.040  0.604  0.456  2.056
H  0.127  -1.725  -2.821  0.000
H  1.716  -1.206  -3.409  0.000
H  1.552  -2.127  -1.890  0.001
H  -1.369  -0.473  -3.035  0.000
H  -2.186  0.989  -2.495  -0.001
H  -1.132  1.030  -3.929  -0.001
H  -0.542  3.902  -0.507  -0.001
H  -0.158  4.157  -2.230  -0.001
H  -1.566  3.165  -1.808  0.000
H  3.183  2.606  0.479  0.000
H  2.520  3.945  -0.498  -0.001
H  1.548  3.329  0.850  -0.001
H  3.243  -1.037  -0.534  0.000
H  4.021  0.054  -1.681  -0.001
H  3.858  0.527  0.036  -0.001
C  -2.411  -0.925  3.113  0.000
C  -2.984  -0.038  2.072  -0.001
N  -2.480  0.543  0.973  -0.003
C  -3.542  1.286  0.385  0.001
C  -4.633  1.133  1.168  0.000
N  -4.254  0.316  2.223  0.000
H  -2.019  -0.323  3.939  0.000
H  -3.254  -1.505  3.500  0.000
H  -1.671  -1.620  2.730  0.000
H  -3.415  1.851  -0.533  0.000
H  -5.639  1.508  1.089  0.000
H  -4.827  0.013  2.990  0.000

=====

Record 4
Molecular formula: C17H29N2Sc
Method: DFT, ωB97M-V with the def2-TZVPD basis set

## Properties
- lowest unoccupied orbital energy (alpha / beta) (eV) = -9.34 / -9.31
- charge = +2
- strongest force on any atom (eV/Å) = 5.856
- gap between HOMO and LUMO (alpha / beta) (Ha) = 0.2116 / 0.2190
- ΔE to the lowest compared entry with this formula, charge and spin (kJ/mol) = 209.8
- HOMO (alpha / beta) (eV) = -15.10 / -15.27

Each line ends with the natural charge from an NBO analysis.
CARTESIAN COORDINATES (ANGSTROEM)
C  1.375  -1.410  1.629  -0.398
H  0.750  -1.940  2.321  0.289
H  1.794  -2.064  0.850  0.265
H  -0.955  -1.584  0.191  -0.310
C  1.987  -0.146  1.974  -0.497
H  2.121  0.568  1.086  0.222
H  1.360  0.401  2.684  0.262
C  3.422  -0.447  2.495  -0.570
H  4.001  0.457  2.738  0.267
H  3.393  -1.195  3.308  0.252
H  3.953  -0.935  1.665  0.224
C  -0.636  0.345  -2.040  0.016
C  0.716  0.806  -1.874  -0.070
C  1.582  -0.367  -1.874  -0.028
C  0.753  -1.523  -1.985  -0.105
C  -0.625  -1.080  -2.065  0.179
C  -1.813  -1.990  -1.952  -0.679
C  1.181  -2.947  -1.880  -0.651
C  3.073  -0.305  -1.954  -0.662
C  1.171  2.208  -2.140  -0.665
C  -1.792  1.260  -2.235  -0.674
Sc  0.319  -0.414  0.298  1.343
H  0.378  -3.546  -1.430  0.244
H  1.430  -3.416  -2.854  0.274
H  2.072  -3.002  -1.244  0.219
H  -1.557  -2.902  -1.380  0.250
H  -2.646  -1.497  -1.419  0.238
H  -2.200  -2.302  -2.947  0.273
H  -1.527  2.274  -1.916  0.235
H  -2.109  1.283  -3.290  0.265
H  -2.642  0.983  -1.606  0.238
H  2.203  2.377  -1.791  0.234
H  1.102  2.415  -3.226  0.276
H  0.567  2.972  -1.617  0.248
H  3.525  -0.893  -1.146  0.231
H  3.461  -0.686  -2.913  0.281
H  3.432  0.727  -1.843  0.241
C  -3.036  2.677  3.565  -0.419
N  -2.705  1.629  2.615  -0.294
C  -3.539  0.738  1.965  -0.035
C  -2.806  -0.040  1.207  -0.063
N  -1.483  0.387  1.275  -0.601
C  -1.447  1.469  2.083  0.207
H  -3.653  3.425  3.049  0.235
H  -3.618  2.314  4.426  0.247
H  -2.114  3.154  3.932  0.231
H  -4.615  0.755  2.152  0.261
H  -3.065  -0.960  0.660  0.251
H  -0.539  1.967  2.450  0.225

=====

> Among the records above, which one has the highest ΔE to the lowest compared entry with this formula, charge and spin?

C17H29N2Sc

=====

> Which value of charge does entry 4 give?

+2